Entry 1:
A 17-piece molecular cluster, C20H74N16O17 overall, computed with wB97M-V/def2-TZVPD.

The geometry in XYZ format:
```
127
Properties=species:S:1:pos:R:3:lowdin_charge:R:1
C -1.40 -3.66 5.09 -0.095
C -1.63 -3.30 3.64 -0.299
O -1.30 -1.95 3.38 -0.119
H -0.33 -3.69 5.36 0.046
H -1.57 -4.78 5.31 0.108
H -1.91 -2.91 5.81 0.111
H -2.71 -3.39 3.35 0.108
H -1.08 -3.95 2.91 0.143
H -0.60 -1.90 2.77 0.028
C -0.78 -0.78 0.07 -0.063
C -0.56 0.70 0.33 -0.267
O 0.43 1.09 -0.60 -0.142
H -1.11 -0.95 -0.96 0.068
H -1.51 -1.25 0.80 0.076
H 0.14 -1.34 0.13 0.059
H -0.26 1.05 1.29 0.093
H -1.47 1.17 -0.02 0.087
H 1.16 1.51 -0.09 0.042
C -2.12 -1.74 -5.54 -0.073
C -2.07 -2.76 -4.41 -0.325
O -2.01 -2.12 -3.19 -0.118
H -3.03 -1.21 -5.50 0.045
H -2.06 -2.16 -6.52 0.066
H -1.24 -1.04 -5.59 0.086
H -1.12 -3.19 -4.61 0.075
H -2.79 -3.58 -4.52 0.122
H -1.60 -2.65 -2.47 0.043
C -0.75 3.35 -3.21 -0.596
O -1.04 2.16 -3.85 -0.125
N -0.39 3.38 -2.00 0.200
N -0.72 4.55 -3.84 0.135
H -0.26 2.59 -1.41 0.065
H -0.48 4.32 -1.61 0.110
H -0.70 4.64 -4.87 0.120
H -0.03 5.24 -3.51 0.108
C 1.41 -1.25 -3.64 -0.621
O 1.21 -1.78 -4.95 -0.168
N 2.57 -1.45 -3.08 0.159
N 0.55 -0.57 -3.04 0.237
H 3.35 -1.97 -3.50 0.141
H 2.91 -1.03 -2.17 0.082
H -0.32 -0.47 -3.54 0.094
H 0.63 -0.12 -2.16 0.066
C 4.75 -0.86 -1.09 -0.610
O 5.42 -2.04 -1.29 -0.091
N 5.12 0.26 -1.66 0.122
N 3.59 -0.79 -0.46 0.168
H 6.09 0.21 -2.13 0.183
H 4.43 0.92 -2.03 0.071
H 3.15 -1.67 -0.24 0.054
H 3.23 0.05 -0.03 0.063
C 1.96 -1.67 3.18 -0.613
O 2.97 -2.24 2.38 -0.122
N 1.40 -0.56 2.76 0.182
N 1.63 -2.07 4.35 0.170
H 1.72 -0.20 1.87 0.092
H 0.82 0.05 3.34 0.051
H 2.10 -2.91 4.74 0.149
H 0.78 -1.84 4.81 0.067
C 3.82 2.66 0.54 -0.561
O 2.81 1.69 0.59 -0.148
N 3.68 3.96 0.78 0.175
N 4.99 2.34 0.09 0.127
H 2.66 4.21 0.75 0.084
H 4.45 4.60 0.62 0.123
H 5.21 1.35 -0.35 0.105
H 5.81 2.75 0.64 0.160
C -3.72 0.86 2.83 -0.502
O -3.68 0.48 1.45 -0.124
N -4.42 1.89 3.19 0.183
N -2.92 0.33 3.73 0.129
H -5.16 2.34 2.64 0.153
H -4.31 2.31 4.09 0.121
H -2.61 -0.64 3.57 0.099
H -2.89 0.72 4.70 0.160
C 0.05 1.87 4.68 -0.573
O -0.59 3.05 4.24 -0.117
N -0.39 0.67 4.43 0.105
N 0.96 1.82 5.60 0.165
H -1.37 0.59 4.02 0.069
H -0.19 -0.09 5.01 0.078
H 1.63 1.07 5.72 0.120
H 1.39 2.76 5.79 0.156
C -3.36 0.95 -2.07 -0.612
O -3.35 2.28 -1.67 -0.156
N -3.71 0.07 -1.19 0.181
N -3.13 0.45 -3.25 0.178
H -3.84 0.36 -0.24 0.041
H -3.55 -0.91 -1.16 0.064
H -2.77 1.19 -3.90 0.103
H -2.73 -0.44 -3.41 0.042
C -2.65 3.77 1.27 -0.181
O -2.70 5.16 1.24 -0.097
H -1.88 3.49 0.48 0.090
H -3.58 3.40 0.92 0.054
H -2.63 3.32 2.21 0.043
H -2.78 5.34 0.32 0.066
C -0.20 -4.72 -2.23 -0.112
O -0.70 -3.65 -1.48 -0.159
H -0.97 -5.18 -2.80 0.083
H 0.34 -5.42 -1.58 0.096
H 0.51 -4.34 -2.95 0.085
H -0.16 -3.53 -0.66 0.104
C -3.91 -2.75 0.79 -0.125
O -3.19 -2.73 -0.46 -0.129
H -4.19 -3.72 1.13 0.071
H -4.79 -2.10 0.69 0.092
H -3.36 -2.28 1.58 0.026
H -2.28 -2.99 -0.33 0.029
C 3.16 -4.17 -0.76 -0.175
O 2.27 -3.15 -0.69 -0.162
H 3.80 -4.08 0.13 0.101
H 3.65 -4.29 -1.74 0.102
H 2.49 -5.01 -0.64 0.063
H 2.02 -2.94 -1.58 0.044
C 0.54 4.26 1.93 -0.186
O 0.92 4.46 0.64 -0.141
H 0.24 3.19 1.99 0.073
H -0.25 4.96 2.14 0.083
H 1.35 4.49 2.60 0.080
H 0.24 4.88 0.11 0.076
C 2.78 2.13 -2.90 -0.128
O 3.72 1.47 -3.74 -0.125
H 2.06 2.74 -3.39 0.077
H 3.33 2.60 -2.19 0.038
H 2.20 1.41 -2.33 0.054
H 3.27 1.05 -4.51 0.118
```

## Properties
Spin multiplicity: 1
E_LUMO: -0.4 eV
Frontier orbital gap: 7.176 eV
E_tot: -2961.41804 Ha
Energy relative to the best compared isomer or geometry (same formula, charge and spin): 51.2 kcal per mole
HOMO level: -7.6 eV
Molar mass: 810.9 g mol⁻¹

=====

Entry 2:
A 17-piece molecular cluster, C20H74N16O17 overall, computed with wB97M-V/def2-TZVPD.

The geometry in XYZ format:
```
127
Properties=species:S:1:pos:R:3:lowdin_charge:R:1
C -5.53 -0.61 2.74 -0.068
C -4.57 0.56 2.83 -0.314
O -4.58 1.24 1.60 -0.103
H -5.62 -1.09 3.71 0.085
H -5.25 -1.24 2.00 0.018
H -6.57 -0.30 2.49 0.099
H -3.54 0.17 2.99 0.072
H -4.89 1.27 3.60 0.120
H -3.89 1.91 1.60 0.069
C 3.99 -1.42 -0.34 -0.053
C 4.16 -0.21 -1.31 -0.313
O 5.35 -0.36 -2.05 -0.096
H 3.13 -1.35 0.28 0.000
H 4.87 -1.57 0.34 0.100
H 3.98 -2.34 -0.91 0.062
H 4.21 0.75 -0.82 0.099
H 3.38 -0.17 -2.06 0.049
H 5.75 0.55 -2.14 0.099
C 2.25 -4.29 3.90 -0.049
C 1.82 -2.89 3.42 -0.300
O 2.41 -2.68 2.21 -0.086
H 2.02 -5.06 3.16 0.061
H 1.79 -4.50 4.79 0.041
H 3.31 -4.41 4.13 0.084
H 2.12 -2.17 4.14 0.100
H 0.77 -2.85 3.38 0.093
H 1.90 -3.21 1.62 0.004
C -0.63 2.06 5.21 -0.610
O 0.66 2.38 4.99 -0.074
N -1.23 1.12 4.52 0.157
N -1.28 2.55 6.18 0.175
H -0.51 0.48 4.14 0.097
H -2.11 0.73 4.76 0.102
H -0.78 3.17 6.83 0.144
H -2.25 2.33 6.50 0.146
C 2.56 0.63 3.29 -0.645
O 1.25 0.20 3.30 -0.134
N 3.48 0.00 2.71 0.217
N 2.91 1.67 3.97 0.183
H 3.29 -0.90 2.34 0.057
H 4.46 0.20 2.87 0.146
H 2.05 2.13 4.41 0.064
H 3.81 2.06 4.09 0.110
C -1.56 -2.35 2.02 -0.614
O -1.72 -1.12 2.72 -0.136
N -2.26 -3.41 2.23 0.158
N -0.64 -2.56 1.11 0.164
H -2.90 -3.46 3.06 0.139
H -2.40 -4.30 1.69 0.154
H -0.13 -1.64 0.92 0.068
H -0.11 -3.44 1.04 0.079
C -4.42 -1.45 -1.05 -0.623
O -4.78 -2.18 -2.21 -0.122
N -3.26 -1.65 -0.48 0.181
N -5.15 -0.54 -0.50 0.126
H -2.74 -2.48 -0.74 0.120
H -2.87 -1.06 0.30 0.120
H -6.13 -0.53 -0.85 0.168
H -5.02 -0.03 0.39 0.090
C 3.35 3.09 -2.59 -0.608
O 4.70 2.70 -2.79 -0.159
N 2.40 2.23 -2.62 0.191
N 3.10 4.29 -2.21 0.147
H 2.72 1.36 -3.00 0.096
H 1.39 2.38 -2.40 0.085
H 2.18 4.75 -2.39 0.069
H 3.88 4.90 -2.06 0.126
C 0.20 0.05 -0.52 -0.617
O 0.90 -0.23 -1.67 -0.083
N 0.66 -0.29 0.62 0.166
N -0.97 0.56 -0.53 0.191
H 1.65 -0.58 0.51 0.114
H 0.39 0.14 1.49 0.085
H -1.43 0.52 -1.46 0.071
H -1.43 0.89 0.30 0.063
C -0.18 4.08 -2.60 -0.613
O 0.63 5.18 -2.77 -0.111
N 0.00 3.26 -1.62 0.157
N -1.14 3.79 -3.41 0.194
H 0.71 3.47 -0.87 0.097
H -0.58 2.41 -1.46 0.103
H -1.28 4.51 -4.15 0.162
H -1.75 3.00 -3.34 0.040
C -3.46 1.39 -3.08 -0.572
O -3.33 2.37 -4.06 -0.139
N -2.52 0.54 -2.82 0.148
N -4.54 1.28 -2.32 0.165
H -1.71 0.50 -3.49 0.113
H -2.73 -0.13 -2.13 0.056
H -5.36 1.89 -2.62 0.151
H -4.73 0.55 -1.58 0.039
C 1.64 -4.09 -0.33 -0.144
O 1.18 -4.72 0.83 -0.134
H 2.72 -4.04 -0.32 0.100
H 1.16 -3.15 -0.43 0.063
H 1.33 -4.63 -1.21 0.085
H 1.84 -5.39 0.98 0.107
C 0.67 0.27 -5.20 -0.143
O -0.28 1.20 -4.77 -0.124
H 1.54 0.77 -5.56 0.078
H 0.24 -0.37 -5.97 0.086
H 0.96 -0.37 -4.33 0.061
H 0.03 2.09 -4.68 0.055
C -1.55 3.02 1.27 -0.070
O -1.82 1.68 1.79 -0.194
H -0.52 3.15 1.33 0.044
H -1.82 3.72 1.99 0.071
H -2.02 3.32 0.34 0.095
H -1.78 1.63 2.78 0.057
C 2.42 -2.68 -3.38 -0.247
O 3.69 -2.32 -3.66 -0.087
H 2.01 -2.29 -2.46 0.038
H 2.39 -3.82 -3.15 0.121
H 1.74 -2.37 -4.13 0.039
H 3.65 -1.31 -3.58 0.105
C 2.14 2.65 0.71 -0.170
O 2.02 4.01 0.39 -0.145
H 2.01 2.04 -0.17 0.042
H 1.42 2.30 1.47 0.074
H 3.17 2.48 1.08 0.091
H 2.53 4.20 -0.47 0.067
C -1.42 -2.12 -3.64 -0.139
O -0.57 -3.28 -3.53 -0.121
H -1.55 -1.92 -4.68 0.080
H -0.90 -1.25 -3.23 0.037
H -2.43 -2.25 -3.24 0.064
H 0.01 -3.33 -4.29 0.054
```

## Properties
Spin multiplicity: 1
E_LUMO: -0.1 eV
Frontier orbital gap: 8.404 eV
E_tot: -2961.49960 Ha
Energy relative to the best compared isomer or geometry (same formula, charge and spin): 0.0 kcal per mole
HOMO level: -8.5 eV
Molar mass: 810.9 g mol⁻¹

=====

Entry 3:
A 15-piece molecular cluster, C20H75N5O15 overall, computed with wB97M-V/def2-TZVPD.

The geometry in XYZ format:
```
115
Properties=species:S:1:pos:R:3:lowdin_charge:R:1
O 2.56 -4.51 0.73 -0.063
H 2.31 -5.43 0.87 0.039
H 1.72 -4.05 0.66 -0.024
O -2.88 -1.75 -4.40 -0.052
H -3.72 -1.28 -4.42 0.060
H -2.28 -1.16 -3.92 0.010
O -0.62 -2.99 2.88 -0.041
H -1.30 -2.93 3.55 0.071
H 0.09 -2.41 3.19 0.056
O 2.89 -5.55 -3.59 -0.062
H 2.37 -6.16 -3.06 0.033
H 3.62 -5.29 -3.02 0.032
O -2.84 -3.42 -2.05 -0.068
H -2.84 -2.93 -2.90 0.017
H -3.57 -4.04 -2.12 0.072
O -1.25 -5.40 -3.35 -0.060
H -1.90 -4.74 -3.03 -0.005
H -0.85 -4.98 -4.12 0.054
O 0.02 -5.80 3.51 -0.057
H -0.41 -4.94 3.58 -0.013
H 0.47 -5.92 4.36 0.031
O -1.77 0.48 -2.89 -0.043
H -1.61 1.38 -3.18 0.063
H -1.38 0.43 -2.01 0.015
O -0.99 -6.34 -0.64 -0.083
H -1.24 -6.04 -1.52 -0.022
H -0.78 -5.51 -0.19 -0.022
O -0.03 0.35 3.66 -0.054
H 0.03 0.45 4.61 0.033
H 0.80 -0.08 3.41 0.010
C -1.23 8.46 1.02 -0.072
C -1.02 7.09 0.37 -0.439
C -0.71 6.05 1.41 -0.216
O -0.44 4.78 0.82 -0.170
C 0.46 4.03 1.56 -0.138
N -2.22 6.79 -0.44 0.040
H -1.51 9.25 0.34 0.078
H -0.29 8.73 1.51 0.075
H -1.95 8.43 1.85 0.077
H -0.17 7.17 -0.31 0.140
H -1.52 5.93 2.13 0.135
H 0.17 6.38 1.97 0.125
H 1.51 4.35 1.62 0.086
H 0.55 3.01 1.17 0.059
H 0.09 3.81 2.57 0.095
H -2.17 5.78 -0.58 0.061
H -3.03 6.92 0.16 0.067
C 5.19 0.91 4.59 -0.056
C 3.73 1.35 4.46 -0.429
C 3.36 1.54 2.97 -0.206
O 4.33 2.41 2.42 -0.177
C 4.23 2.51 1.03 -0.111
N 2.91 0.38 5.15 0.040
H 5.93 1.72 4.62 0.079
H 5.50 0.28 3.75 0.085
H 5.32 0.44 5.56 0.073
H 3.70 2.35 4.91 0.137
H 2.36 1.98 2.88 0.111
H 3.40 0.57 2.47 0.123
H 5.03 3.12 0.61 0.092
H 3.30 3.02 0.74 0.069
H 4.32 1.55 0.52 0.092
H 3.22 0.17 6.09 0.074
H 1.96 0.74 5.23 0.046
C -4.03 -0.24 0.17 -0.048
C -4.64 -1.61 0.47 -0.435
C -5.57 -1.64 1.65 -0.234
O -4.89 -1.16 2.76 -0.195
C -5.58 -1.35 3.99 -0.092
N -5.29 -2.11 -0.77 0.038
H -3.23 0.00 0.87 0.074
H -4.83 0.51 0.25 0.088
H -3.54 -0.19 -0.80 0.055
H -3.77 -2.27 0.63 0.128
H -5.89 -2.69 1.76 0.128
H -6.50 -1.09 1.44 0.132
H -5.11 -0.69 4.72 0.084
H -5.45 -2.38 4.32 0.089
H -6.60 -0.98 3.82 0.090
H -4.53 -2.03 -1.45 0.027
H -5.35 -3.12 -0.62 0.065
C 3.72 0.94 -5.55 -0.060
C 2.69 0.45 -4.55 -0.446
C 1.37 1.23 -4.57 -0.217
O 1.50 2.61 -4.31 -0.172
C 1.94 2.87 -2.99 -0.102
N 2.46 -0.97 -4.84 0.045
H 4.61 0.33 -5.51 0.079
H 3.99 1.99 -5.38 0.074
H 3.30 0.93 -6.56 0.081
H 3.12 0.54 -3.55 0.127
H 0.65 0.77 -3.89 0.099
H 0.97 1.11 -5.58 0.131
H 3.04 2.91 -2.99 0.088
H 1.56 2.12 -2.29 0.073
H 1.61 3.84 -2.61 0.088
H 1.65 -1.27 -4.30 0.039
H 2.18 -1.18 -5.79 0.076
C 0.65 -2.70 -1.98 -0.015
C 0.38 -2.41 -0.51 -0.403
C -0.46 -1.16 -0.27 -0.199
O 0.23 0.02 -0.59 -0.193
C 1.18 0.48 0.36 -0.082
N -0.23 -3.64 0.06 0.036
H -0.33 -2.74 -2.47 0.066
H 1.17 -3.65 -2.09 0.082
H 1.25 -1.90 -2.42 0.065
H 1.37 -2.30 -0.04 0.118
H -0.94 -1.16 0.72 0.123
H -1.36 -1.23 -0.90 0.101
H 0.67 0.69 1.30 0.068
H 1.64 1.37 -0.06 0.068
H 1.91 -0.31 0.53 0.089
H -0.46 -3.47 1.05 0.047
H -1.12 -3.52 -0.41 0.062
```

## Properties
Spin multiplicity: 1
E_LUMO: -0.2 eV
Frontier orbital gap: 8.809 eV
E_tot: -2209.25577 Ha
Energy relative to the best compared isomer or geometry (same formula, charge and spin): 0.0 kcal per mole
HOMO level: -9.0 eV
Molar mass: 625.8 g mol⁻¹

=====

Entry 4:
A 18-piece molecular cluster, C20H76O28 overall, computed with wB97M-V/def2-TZVPD.

The geometry in XYZ format:
```
124
Properties=species:S:1:pos:R:3:lowdin_charge:R:1
O 3.70 3.91 1.76 -0.055
H 4.29 3.66 1.05 0.042
H 3.20 3.16 2.13 0.006
O -1.50 4.30 -0.67 -0.009
H -1.30 4.63 -1.52 0.015
H -0.95 3.55 -0.55 -0.038
O 2.00 -1.09 2.74 -0.052
H 2.55 -1.20 1.95 -0.005
H 1.18 -1.43 2.41 -0.034
O -2.37 0.62 -2.43 -0.051
H -3.10 0.63 -3.11 0.111
H -1.60 1.06 -2.81 0.067
O 2.69 -2.34 0.35 -0.053
H 3.07 -1.85 -0.36 -0.024
H 2.27 -3.12 -0.08 0.021
O 1.82 2.04 2.18 -0.023
H 1.72 1.69 3.04 0.059
H 2.24 1.32 1.72 0.023
O 1.39 5.01 0.73 -0.052
H 1.25 4.75 -0.23 0.030
H 2.15 4.48 0.99 -0.020
O 3.91 0.87 0.85 -0.029
H 3.88 0.62 -0.05 -0.017
H 4.74 0.38 1.09 0.105
C 0.34 4.66 3.93 -0.257
C -0.93 4.35 3.18 -0.333
O -0.95 5.07 2.07 -0.067
O 0.35 3.91 5.10 -0.059
H 0.31 5.68 4.23 0.126
H 1.21 4.38 3.37 0.098
H -1.93 4.60 3.70 0.146
H -0.93 3.27 2.82 0.117
H -0.07 5.05 1.64 0.043
H 0.92 3.16 4.77 0.093
C 2.56 4.06 -1.97 -0.193
C 2.64 2.62 -1.52 -0.248
O 3.94 2.06 -1.73 -0.060
O 1.16 4.36 -1.85 -0.092
H 2.74 4.10 -3.09 0.144
H 3.30 4.70 -1.53 0.130
H 1.95 1.98 -2.09 0.122
H 2.31 2.58 -0.48 0.096
H 4.59 2.57 -1.24 0.088
H 0.68 3.65 -2.30 0.100
C -3.74 0.86 5.15 -0.219
C -2.32 1.41 5.06 -0.267
O -1.70 0.68 4.06 -0.066
O -4.39 1.68 6.11 -0.069
H -3.61 -0.15 5.50 0.116
H -4.37 0.90 4.26 0.113
H -1.80 1.37 6.01 0.137
H -2.37 2.38 4.72 0.065
H -0.77 0.94 4.02 0.072
H -4.24 2.60 5.86 0.093
C 0.54 -5.41 -1.03 -0.184
C -0.45 -4.42 -1.75 -0.233
O -1.53 -5.00 -2.44 -0.070
O 1.73 -4.77 -0.54 -0.077
H 0.81 -6.24 -1.76 0.137
H -0.01 -5.88 -0.23 0.095
H 0.09 -3.92 -2.50 0.090
H -0.80 -3.67 -1.02 0.111
H -1.85 -5.83 -1.98 0.126
H 2.00 -5.37 0.16 0.098
C -4.24 -3.29 -1.58 -0.257
C -3.52 -1.99 -1.93 -0.238
O -2.77 -1.58 -0.76 -0.097
O -4.74 -3.82 -2.80 -0.084
H -5.12 -2.94 -1.13 0.107
H -3.53 -3.94 -1.03 0.119
H -4.25 -1.25 -2.28 0.120
H -2.70 -2.30 -2.67 0.128
H -2.46 -0.75 -1.14 0.001
H -3.95 -4.19 -3.29 0.103
C 0.72 -1.60 -5.74 -0.249
C 0.14 -1.42 -4.35 -0.221
O 1.07 -1.80 -3.33 -0.070
O -0.20 -1.05 -6.65 -0.052
H 0.90 -2.69 -5.90 0.138
H 1.68 -1.16 -5.76 0.093
H -0.85 -1.91 -4.20 0.129
H -0.01 -0.37 -4.24 0.092
H 0.63 -1.78 -2.49 0.011
H -0.06 -1.29 -7.57 0.090
C -1.20 -4.44 2.30 -0.195
C -0.06 -3.38 2.37 -0.191
O -0.51 -2.04 2.09 -0.096
O -0.66 -5.75 2.25 -0.050
H -1.83 -4.21 1.45 0.113
H -1.76 -4.30 3.20 0.112
H 0.81 -3.54 1.69 0.114
H 0.44 -3.41 3.30 0.105
H -1.22 -1.80 2.70 0.116
H 0.06 -5.84 2.85 0.073
C 4.17 -2.26 -2.34 -0.192
C 4.51 -2.14 -3.87 -0.258
O 4.67 -3.36 -4.40 -0.015
O 4.00 -0.96 -1.79 -0.112
H 4.88 -2.68 -1.69 0.107
H 3.27 -2.97 -2.14 0.138
H 5.44 -1.67 -3.92 0.102
H 3.81 -1.65 -4.53 0.114
H 5.53 -3.44 -4.72 0.070
H 4.89 -0.57 -1.86 0.104
C 0.57 0.09 -0.57 -0.224
C -0.39 0.85 0.34 -0.173
O -0.09 2.25 0.37 -0.092
O 0.14 -1.22 -0.79 -0.073
H 1.65 0.13 -0.28 0.111
H 0.55 0.51 -1.60 0.112
H -0.39 0.41 1.38 0.130
H -1.37 0.68 0.06 0.075
H 0.51 2.36 1.12 0.030
H -0.09 -1.54 0.07 0.059
C -3.56 2.50 0.52 -0.238
C -4.03 2.47 1.96 -0.251
O -5.41 2.28 1.97 -0.045
O -3.93 1.26 -0.10 -0.090
H -2.55 2.70 0.62 0.054
H -4.00 3.24 -0.11 0.120
H -3.56 3.34 2.56 0.150
H -3.51 1.63 2.31 0.078
H -5.60 1.65 1.26 0.085
H -3.58 1.36 -1.04 0.079
```

## Properties
Spin multiplicity: 1
E_LUMO: -0.4 eV
Frontier orbital gap: 8.278 eV
E_tot: -2914.03315 Ha
Energy relative to the best compared isomer or geometry (same formula, charge and spin): 0.8 kcal per mole
HOMO level: -8.6 eV
Molar mass: 764.8 g mol⁻¹

=====

Which value of frontier orbital gap does entry 1 give? 7.176 eV

=====

Which formula does entry 2 have? C20H74N16O17

=====

Which value of molar mass does entry 3 give? 625.8 g mol⁻¹

=====

Among the records above, which one has the highest frontier orbital gap? C20H75N5O15